Entry 1:
ORCA calculation (the ωB97M-V functional and the def2-TZVPD basis) on a structure of composition C5H20AgCl2N10O5 in a non-equilibrium geometry.

Properties
Energy relative to the best compared isomer or geometry (same formula, charge and spin): 7.943 eV
Frontier orbital gap (alpha / beta): 4.0 / 1.8 eV
⟨S²⟩: 0.753
E: -59688.7444 eV
Multiplicity: 2

Each line ends with the Löwdin charge.
Positions of all 43 atoms, in Å:
Ag1 -0.584 3.160 24.815  0.842
Cl1 0.437 2.134 20.522  -0.848
Cl2 -0.761 3.775 29.443  0.004
C1 -4.398 8.120 24.966  -0.878
O1 -3.897 7.072 24.763  0.064
N1 -4.774 8.960 24.105  0.180
N2 -4.239 8.627 26.144  0.154
H1 -5.293 9.772 24.407  0.120
H2 -4.489 8.753 23.159  0.135
H3 -3.988 8.016 26.908  0.120
H4 -4.414 9.609 26.300  0.106
C2 -5.437 0.388 22.698  -0.737
O2 -4.700 0.865 23.617  -0.045
N3 -6.216 1.180 22.003  0.154
N4 -5.450 -0.879 22.377  0.163
H5 -6.044 2.150 22.228  0.121
H6 -6.580 0.890 21.106  0.109
H7 -6.198 -1.138 21.750  0.109
H8 -4.685 -1.446 22.713  0.126
C3 1.920 8.780 24.263  -0.777
O3 1.565 7.592 24.337  0.004
N5 2.689 9.384 25.119  0.148
N6 1.615 9.595 23.307  0.161
H9 2.888 10.374 25.105  0.107
H10 3.248 8.819 25.743  0.120
H11 0.893 9.296 22.667  0.128
H12 1.963 10.538 23.408  0.109
C4 0.623 -2.649 26.883  -0.804
O4 0.093 -1.618 26.660  0.078
N7 1.453 -2.982 27.850  0.141
N8 0.392 -3.753 26.214  0.147
H13 1.652 -3.919 28.169  0.106
H14 1.675 -2.248 28.507  0.112
H15 0.873 -4.576 26.546  0.100
H16 -0.281 -3.846 25.467  0.121
C5 4.962 1.771 26.560  -0.849
O5 3.955 2.059 25.966  0.040
N9 5.994 1.330 25.945  0.170
N10 5.075 1.970 27.828  0.166
H17 6.617 0.705 26.438  0.113
H18 5.799 1.132 24.975  0.129
H19 4.216 2.246 28.281  0.119
H20 5.867 1.709 28.398  0.112

---

Entry 2:
ORCA calculation (the ωB97M-V functional and the def2-TZVPD basis) on a structure of composition C5H20Al4O13P2 in a non-equilibrium geometry.

Properties
Net charge: +6
Frontier orbital gap: 1.8 eV
E: -76994.1175 eV

Each line ends with the Löwdin charge.
Positions of all 44 atoms, in Å:
Al1 -1.895 -3.615 3.122  1.003
Al2 -0.741 4.835 -0.990  1.001
Al3 4.685 -2.086 4.196  0.998
Al4 0.398 2.734 5.845  1.006
P1 0.432 -2.011 7.314  0.156
O1 -0.648 -1.239 6.521  -0.042
O2 0.890 -3.010 6.271  0.056
O3 -0.084 -2.691 8.616  0.119
O4 1.706 -1.073 7.419  0.034
P2 0.240 0.565 1.246  -0.104
O5 0.993 -0.063 2.448  -0.217
O6 -0.689 1.573 1.909  -0.126
O7 -0.655 -0.483 0.633  -0.180
O8 1.106 1.360 0.266  -0.199
C1 -4.097 0.574 -3.129  -0.056
O9 -3.401 1.028 -1.994  0.029
H1 -4.327 -0.491 -3.147  0.115
H2 -5.033 1.048 -3.424  0.133
H3 -3.570 0.619 -4.082  0.133
H4 -3.067 0.287 -1.485  0.098
C2 5.933 0.481 -0.829  -0.030
O10 4.979 -0.112 0.057  0.005
H5 6.619 1.085 -0.234  0.129
H6 6.557 -0.215 -1.390  0.132
H7 5.435 1.100 -1.576  0.101
H8 4.078 0.131 -0.169  0.085
C3 -5.899 0.772 2.829  -0.031
O11 -4.595 0.265 2.773  0.039
H9 -6.696 0.061 3.044  0.123
H10 -5.965 1.562 3.577  0.136
H11 -6.048 1.154 1.819  0.136
H12 -4.005 0.997 2.578  0.105
C4 1.707 -2.714 -2.871  -0.095
O12 0.513 -2.170 -3.119  0.080
H13 1.896 -2.890 -1.812  0.103
H14 1.740 -3.685 -3.364  0.150
H15 2.453 -1.956 -3.111  0.132
H16 0.072 -1.994 -2.284  0.116
C5 1.621 1.760 -5.921  0.018
O13 1.114 2.004 -4.604  0.080
H17 2.596 1.281 -6.010  0.135
H18 0.886 1.231 -6.528  0.157
H19 1.643 2.742 -6.393  0.129
H20 1.121 1.246 -4.016  0.104

---

Entry 3:
ORCA calculation (the ωB97M-V functional and the def2-TZVPD basis) on a structure of composition C5H20FN10O5Y in a non-equilibrium geometry.

Properties
Energy relative to the best compared isomer or geometry (same formula, charge and spin): 0.783 eV
Net charge: +2
Frontier orbital gap: 5.1 eV
E: -34399.0986 eV

Each line ends with the Löwdin charge.
Positions of all 42 atoms, in Å:
Y1 -1.332 -1.276 -1.954  2.058
F1 -0.314 -0.110 -0.216  -0.482
C1 2.127 -0.991 2.008  -0.818
O1 3.035 -1.502 2.645  0.048
N1 0.983 -1.533 1.993  0.176
N2 2.151 0.146 1.359  0.156
H1 0.938 -2.400 2.509  0.145
H2 0.276 -0.895 1.658  0.067
H3 2.931 0.758 1.166  0.137
H4 1.363 0.135 0.727  0.041
C2 2.189 -2.124 -1.373  -0.705
O2 1.059 -1.873 -1.754  -0.104
N3 3.193 -1.300 -1.515  0.227
N4 2.448 -3.199 -0.664  0.230
H5 4.081 -1.583 -1.124  0.146
H6 2.971 -0.416 -1.949  0.105
H7 3.436 -3.380 -0.558  0.140
H8 1.728 -3.899 -0.560  0.140
C3 -3.867 -0.187 0.296  -0.703
O3 -3.350 -1.176 -0.245  -0.064
N5 -5.078 -0.186 0.875  0.198
N6 -3.418 0.978 0.435  0.192
H9 -5.505 0.614 1.320  0.134
H10 -5.746 -0.860 0.530  0.136
H11 -2.483 1.223 0.141  0.113
H12 -4.034 1.672 0.835  0.141
C4 -0.851 2.183 3.298  -0.789
O4 -0.180 2.681 4.161  0.082
N7 -2.173 2.326 3.180  0.169
N8 -0.260 1.585 2.345  0.166
H13 -2.688 2.003 2.374  0.056
H14 -2.532 2.850 3.966  0.126
H15 0.741 1.460 2.290  0.094
H16 -0.748 1.067 1.629  0.053
C5 0.765 0.591 -3.719  -0.710
O5 -0.155 -0.239 -3.626  -0.119
N9 1.212 1.036 -4.835  0.256
N10 1.273 1.119 -2.666  0.217
H17 1.973 1.700 -4.820  0.154
H18 0.825 0.581 -5.650  0.157
H19 0.951 0.675 -1.818  0.078
H20 2.065 1.745 -2.694  0.154

---

Entry 4:
ORCA calculation (the ωB97M-V functional and the def2-TZVPD basis) on a cluster of 5 separate species, C5H20N10O5 in total in a non-equilibrium geometry.

Properties
Energy relative to the best compared isomer or geometry (same formula, charge and spin): 0.595 eV
Net charge: -1
Frontier orbital gap (alpha / beta): 2.2 / 9.2 eV
⟨S²⟩: 0.750
E: -30650.4172 eV
Multiplicity: 2

Each line ends with the Löwdin charge.
Positions of all 40 atoms, in Å:
C1 1.489 5.146 -5.817  -0.932
O1 1.229 4.209 -5.093  0.005
N1 1.782 6.365 -5.298  0.065
N2 1.607 5.211 -7.097  0.100
H1 2.106 7.095 -5.916  -0.038
H2 1.878 6.416 -4.294  0.056
H3 1.975 6.070 -7.482  0.031
H4 1.406 4.447 -7.727  0.101
C2 -1.787 8.577 -3.367  -0.849
O2 -2.038 9.684 -2.854  -0.052
N3 -2.477 8.078 -4.281  0.180
N4 -0.679 7.956 -3.080  0.182
H5 -3.220 8.543 -4.784  0.105
H6 -2.287 7.123 -4.549  0.109
H7 -0.245 8.492 -2.342  0.082
H8 -0.101 7.347 -3.642  0.079
C3 0.498 11.263 -1.258  -0.837
O3 0.590 11.332 -0.108  0.065
N5 -0.572 11.878 -1.747  0.138
N6 1.246 10.528 -2.107  0.158
H9 -0.984 12.508 -1.074  0.115
H10 -0.886 11.728 -2.695  0.087
H11 2.185 10.303 -1.811  0.091
H12 0.961 10.558 -3.076  0.063
C4 -5.756 9.371 -3.430  -0.813
O4 -5.250 9.792 -4.413  0.062
N7 -5.296 8.473 -2.647  0.188
N8 -6.961 9.802 -2.994  0.136
H13 -5.902 8.140 -1.912  0.112
H14 -4.373 8.076 -2.748  0.099
H15 -7.536 10.118 -3.762  0.103
H16 -7.411 9.351 -2.210  0.090
C5 -3.049 10.234 0.845  -0.800
O5 -3.367 10.000 1.987  0.019
N9 -3.557 11.107 -0.003  0.158
N10 -1.999 9.742 0.271  0.171
H17 -4.377 11.627 0.274  0.108
H18 -3.279 10.993 -0.967  0.084
H19 -1.603 8.993 0.820  0.124
H20 -1.660 10.061 -0.625  0.055

---

Entry 5:
ORCA calculation (the ωB97M-V functional and the def2-TZVPD basis) on a cluster of 5 separate species, C5H20N10O5 in total in a non-equilibrium geometry.

Properties
Energy relative to the best compared isomer or geometry (same formula, charge and spin): 3.450 eV
Frontier orbital gap: 9.6 eV
E: -30650.2108 eV
Structure (SMILES): NC(N)=O.NC(N)=O.NC(N)=O.NC(N)=O.NC(N)=O

Each line ends with the Löwdin charge.
Positions of all 40 atoms, in Å:
C1 -11.736 3.524 -16.813  -0.866
O1 -12.153 4.454 -16.262  0.099
N1 -12.399 2.381 -16.949  0.147
N2 -10.574 3.451 -17.325  0.168
H1 -12.210 1.709 -17.679  0.100
H2 -13.195 2.344 -16.328  0.113
H3 -10.451 2.691 -17.979  0.110
H4 -9.853 4.119 -17.092  0.129
C2 -6.777 3.535 -23.142  -0.730
O2 -6.324 4.477 -23.799  0.009
N3 -6.440 2.279 -23.196  0.163
N4 -7.736 3.754 -22.190  0.132
H5 -5.590 1.981 -23.654  0.125
H6 -6.793 1.851 -22.352  0.101
H7 -7.825 4.722 -21.916  0.109
H8 -8.027 2.975 -21.617  0.090
C3 -3.088 -2.811 -17.623  -0.811
O3 -2.418 -3.790 -17.762  0.055
N5 -3.399 -2.006 -18.652  0.146
N6 -3.783 -2.605 -16.566  0.163
H9 -2.903 -2.141 -19.521  0.109
H10 -3.699 -1.057 -18.478  0.097
H11 -3.580 -3.327 -15.890  0.127
H12 -4.503 -1.898 -16.505  0.116
C4 -9.269 -1.534 -20.195  -0.802
O4 -9.002 -0.341 -20.092  -0.013
N7 -10.455 -1.850 -20.455  0.175
N8 -8.415 -2.502 -19.861  0.173
H13 -11.154 -1.166 -20.205  0.130
H14 -10.694 -2.796 -20.193  0.118
H15 -7.493 -2.214 -19.566  0.112
H16 -8.739 -3.450 -19.730  0.105
C5 -10.198 -7.373 -18.463  -0.715
O5 -10.489 -6.417 -19.148  0.023
N9 -10.690 -8.620 -18.749  0.127
N10 -9.309 -7.474 -17.475  0.153
H17 -11.062 -8.868 -19.654  0.109
H18 -10.499 -9.390 -18.125  0.089
H19 -9.223 -8.419 -17.130  0.101
H20 -8.836 -6.661 -17.106  0.117

---

Entry 6:
ORCA calculation (the ωB97M-V functional and the def2-TZVPD basis) on a cluster of 5 separate species, C5H20N10O5 in total in a non-equilibrium geometry.

Properties
Energy relative to the best compared isomer or geometry (same formula, charge and spin): 4.359 eV
Frontier orbital gap: 9.8 eV
E: -30649.3020 eV
Structure (SMILES): NC(N)=O.NC(N)=O.NC(N)=O.NC(N)=O.NC(N)=O

Each line ends with the Löwdin charge.
Positions of all 40 atoms, in Å:
C1 1.489 -0.284 0.212  -0.808
O1 1.917 -0.989 -0.677  0.018
N1 1.779 -0.491 1.461  0.166
N2 0.676 0.729 -0.008  0.165
H1 1.427 0.125 2.179  0.113
H2 2.595 -1.086 1.439  0.124
H3 0.333 0.918 -0.939  0.118
H4 0.476 1.342 0.769  0.104
C2 -0.432 -4.499 -4.688  -0.828
O2 -1.036 -4.850 -5.691  0.029
N3 -0.990 -4.006 -3.660  0.152
N4 0.834 -4.645 -4.450  0.165
H5 -1.969 -4.221 -3.532  0.123
H6 -0.595 -3.289 -3.069  0.119
H7 1.243 -4.149 -3.671  0.118
H8 1.303 -4.931 -5.298  0.121
C3 3.445 3.541 4.775  -0.755
O3 2.356 4.058 5.061  0.002
N5 3.965 2.465 5.367  0.154
N6 4.181 3.982 3.793  0.151
H9 3.493 1.961 6.104  0.117
H10 4.853 2.169 4.989  0.099
H11 3.805 4.821 3.376  0.123
H12 5.144 3.693 3.698  0.109
C4 -2.454 -0.264 4.261  -0.866
O4 -2.328 -1.182 5.022  0.061
N7 -2.400 0.965 4.595  0.156
N8 -2.961 -0.357 3.086  0.164
H13 -1.907 0.877 5.472  0.124
H14 -3.011 1.715 4.303  0.124
H15 -2.920 -1.267 2.648  0.125
H16 -3.239 0.487 2.606  0.114
C5 -2.542 0.943 -4.426  -0.784
O5 -2.903 1.319 -3.318  0.016
N9 -3.019 0.012 -5.219  0.159
N10 -1.611 1.589 -5.066  0.147
H17 -2.710 -0.143 -6.169  0.113
H18 -3.617 -0.653 -4.751  0.119
H19 -1.308 2.456 -4.647  0.125
H20 -1.360 1.140 -5.935  0.106